[1]
Below is a structure of composition C10H20MoN2PS at a distorted geometry, with properties calculated with ωB97M-V with the def2-TZVPD basis set.

Calculated values
Multiplicity: 3
Total charge: +1
Lowest unoccupied orbital energy (alpha / beta) in eV: -3.034 / -3.578
Energy relative to the best compared isomer or geometry (same formula, charge and spin) in kJ/mol: 228.2
Kohn-Sham gap (alpha / beta) in eV: 7.067 / 7.428
<S²>: 2.068
E_HOMO (alpha / beta) in eV: -10.101 / -11.006
Calculated total energy in Ha: -1309.876626

Last column: Löwdin spin population.
CARTESIAN COORDINATES (ANGSTROEM)
C (1.61183, -3.75741, 0.41648)  -0.1076
C (1.13102, -4.51766, -0.69638)  -0.0062
C (1.56095, -4.20066, -2.02794)  -0.0051
C (2.25959, -2.98949, -2.24138)  0.0250
C (2.39949, -2.05194, -1.20895)  0.0996
Mo (0.55642, -2.42772, -0.52097)  1.6766
P (-1.65921, -2.59658, 0.42999)  0.1292
H (1.83390, -4.14632, 1.39340)  0.0024
H (0.49411, -5.40157, -0.56158)  0.0040
H (1.31619, -4.88166, -2.85223)  0.0011
H (2.97163, -1.13287, -1.25658)  0.0100
H (2.60756, -2.78526, -3.25886)  0.0071
H (-1.67570, -2.24648, 1.82951)  0.0148
H (-2.42225, -3.78367, 0.50734)  0.0097
H (-2.64100, -1.66095, -0.02384)  0.0137
C (1.03691, 4.02428, 0.03358)  -0.0001
C (0.34119, 2.93395, -0.75182)  0.0009
N (0.77551, 1.58874, -0.30274)  0.0029
C (0.14673, 0.75961, 0.51751)  0.0293
S (1.04269, -0.68288, 0.95614)  0.0824
N (-1.06940, 0.98193, 1.05668)  0.0056
C (-1.54484, 2.29076, 1.62806)  0.0005
C (-2.86129, 2.71298, 1.00172)  0.0004
H (1.07290, 3.82783, 1.11211)  0.0000
H (0.53126, 4.98178, -0.11184)  0.0000
H (2.07597, 4.15260, -0.29607)  0.0000
H (-0.74846, 2.97514, -0.67773)  0.0000
H (0.63257, 3.00723, -1.80547)  0.0001
H (1.67484, 1.24429, -0.64866)  0.0015
H (-1.39829, 0.17210, 1.59164)  0.0021
H (-1.69649, 2.09192, 2.69929)  0.0000
H (-0.74165, 3.03031, 1.50255)  0.0001
H (-3.66780, 2.01987, 1.27817)  0.0000
H (-3.15048, 3.69894, 1.38203)  0.0001
H (-2.79640, 2.76885, -0.09315)  0.0000

Cartesian forces (eV/Å) of the 6 atoms listed first:
-2.707 0.098 -0.526
1.122 -1.666 -0.561
-1.143 0.307 1.231
0.617 0.865 -0.429
-0.366 0.086 -1.775
2.631 -1.407 -0.744

[2]
Below is a structure of composition C22H52NO14S2, with properties calculated with ωB97M-V with the def2-TZVPD basis set.

Calculated values
Total charge: -1
Lowest unoccupied orbital energy in eV: 2.001
Kohn-Sham gap in eV: 7.640
E_HOMO in eV: -5.639
Calculated total energy in Ha: -2773.781388

Last column: Löwdin charge in e.
CARTESIAN COORDINATES (ANGSTROEM)
O (5.27509, -5.44871, -0.43985)  -0.3720
S (4.21119, -4.78370, -1.14663)  0.4828
O (3.95099, -3.41003, -0.77137)  -0.3912
N (2.89739, -5.64017, -1.38452)  -0.3667
S (2.16090, -6.24226, -0.09790)  0.4950
O (2.56993, -7.59659, 0.21025)  -0.3501
O (2.10919, -5.33854, 1.03009)  -0.3390
C (0.50306, -6.37960, -0.75200)  -0.2647
C (0.08228, -5.36370, -1.81875)  -0.2295
C (0.41801, -3.88198, -1.57211)  -0.1867
C (0.22523, -3.35926, -0.15408)  -0.2401
O (-0.73964, -2.27725, -0.20235)  -0.0972
H (4.61002, -4.71640, -2.43499)  0.0535
H (0.45707, -7.38241, -1.17670)  0.0894
H (-0.17990, -6.36958, 0.09785)  0.0933
H (-0.99867, -5.45258, -1.96601)  0.1044
H (0.54293, -5.65198, -2.76529)  0.0996
H (-0.26579, -3.29365, -2.19343)  0.1051
H (1.41790, -3.65965, -1.93617)  0.0842
H (1.17297, -2.97063, 0.22166)  0.1081
H (-0.13419, -4.11996, 0.53802)  0.1019
H (-0.92166, -2.04187, 0.70400)  0.0601
C (7.11702, -2.23723, -1.85277)  -0.0967
O (6.52336, -1.55837, -2.94437)  -0.1978
C (5.32985, -0.88800, -2.56598)  -0.2026
C (5.05571, 0.27759, -3.48605)  -0.1768
O (5.86589, 1.42466, -3.24440)  -0.1292
C (7.21290, 1.37906, -3.67528)  -0.1922
C (7.39871, 1.54885, -5.16707)  -0.2110
O (7.09879, 0.35457, -5.86647)  -0.1927
C (6.73620, 0.58378, -7.20472)  -0.1221
H (6.45405, -3.01529, -1.47222)  0.0594
H (8.04377, -2.68607, -2.20759)  0.0864
H (7.34965, -1.53897, -1.03961)  0.0902
H (5.40635, -0.52695, -1.53455)  0.1318
H (4.49099, -1.59185, -2.61545)  0.1172
H (4.03499, 0.61314, -3.29005)  0.1226
H (5.11080, -0.03012, -4.53245)  0.1202
H (7.71625, 0.47683, -3.32119)  0.1234
H (7.68751, 2.23960, -3.19610)  0.1245
H (8.44657, 1.81875, -5.36544)  0.1247
H (6.75299, 2.36490, -5.51532)  0.1243
H (5.87071, 1.25453, -7.27124)  0.0866
H (6.46739, -0.37675, -7.64037)  0.0870
H (7.56720, 1.01508, -7.77793)  0.0849
C (-2.93312, 5.12112, 1.34382)  -0.1154
O (-1.97946, 4.27145, 0.75368)  -0.1927
C (-1.54111, 3.25185, 1.63781)  -0.1990
C (-1.05857, 2.03071, 0.88772)  -0.1748
O (-2.10197, 1.21896, 0.37126)  -0.1368
C (-2.79121, 1.68748, -0.77521)  -0.1928
C (-1.99302, 1.58925, -2.05517)  -0.2009
O (-1.03810, 2.63303, -2.14834)  -0.1987
C (0.04801, 2.29388, -2.98097)  -0.1119
H (-2.50885, 5.67173, 2.19241)  0.0876
H (-3.25229, 5.83395, 0.58509)  0.0862
H (-3.80804, 4.55555, 1.68812)  0.0817
H (-2.35743, 2.95829, 2.30951)  0.1196
H (-0.71305, 3.64318, 2.24507)  0.1285
H (-0.54165, 1.39459, 1.60961)  0.1304
H (-0.33942, 2.29874, 0.11256)  0.1242
H (-3.17729, 2.69810, -0.62135)  0.1201
H (-3.64942, 1.01886, -0.88038)  0.1246
H (-2.68113, 1.66281, -2.90987)  0.1267
H (-1.49643, 0.61259, -2.08396)  0.1304
H (0.54784, 1.38511, -2.62813)  0.0905
H (0.75666, 3.11939, -2.94716)  0.0866
H (-0.27602, 2.14429, -4.01812)  0.0865
C (-5.10288, 3.19907, 7.88136)  -0.1177
O (-5.21295, 2.26620, 6.83327)  -0.1951
C (-6.03335, 1.15994, 7.16604)  -0.2074
C (-6.63595, 0.53314, 5.92995)  -0.1830
O (-7.72600, 1.25766, 5.38062)  -0.1270
C (-7.43044, 2.43712, 4.64932)  -0.1863
C (-6.85243, 2.18766, 3.27479)  -0.2113
O (-5.48574, 1.83487, 3.35600)  -0.2012
C (-5.04324, 1.09982, 2.23310)  -0.1028
H (-4.60887, 2.76127, 8.75699)  0.0875
H (-4.50260, 4.03101, 7.51795)  0.0870
H (-6.08835, 3.57850, 8.17802)  0.0868
H (-6.84084, 1.47282, 7.83938)  0.1254
H (-5.42072, 0.40640, 7.68035)  0.1284
H (-7.06154, -0.42717, 6.22959)  0.1274
H (-5.86755, 0.33802, 5.17984)  0.1235
H (-6.78949, 3.11104, 5.22153)  0.1213
H (-8.39650, 2.92868, 4.51228)  0.1256
H (-6.94942, 3.10657, 2.67784)  0.1265
H (-7.42392, 1.38949, 2.78539)  0.1274
H (-5.63768, 0.18796, 2.10263)  0.0923
H (-4.00711, 0.81731, 2.40118)  0.0847
H (-5.09930, 1.70645, 1.32152)  0.0849

Cartesian forces (eV/Å) of the 6 atoms listed first:
0.108 -0.124 0.217
-0.065 0.121 -0.549
-0.077 0.166 0.077
0.467 -0.040 0.522
-0.239 -0.466 -0.049
-0.010 0.094 -0.088

Number 1 is which compound?
C10H20MoN2PS

What is the calculated total energy in the second record?
-2773.781388 Ha

What is the calculated total energy in the first record?
-1309.876626 Ha